[1]
{"formula": "C3H14N2O2", "method": "wB97M-V/def2-TZVPD", "symbols": ["N", "C", "C", "C", "N", "H", "H", "H", "H", "H", "H", "H", "H", "H", "H", "H", "H", "O", "H", "H", "O"], "positions_angstrom": [[-1.31, 0.55, 0.58], [-0.63, 1.06, -0.62], [0.74, 1.71, -0.04], [-0.61, 2.48, -0.83], [-1.11, -2.68, 0.26], [-1.94, -0.28, 0.30], [-0.38, -2.35, 0.99], [-0.26, 0.48, -1.33], [1.58, 1.79, -0.78], [0.96, 0.95, 0.69], [0.99, 2.65, 0.52], [-1.27, 3.05, -0.13], [-0.04, 3.04, -1.57], [-0.95, -3.35, -0.51], [-1.94, -3.00, 0.71], [1.48, -0.32, 1.78], [-0.61, 0.06, 1.16], [0.80, -0.93, 1.35], [1.29, -1.00, -0.05], [2.40, -0.86, -1.20], [1.52, -1.24, -1.04]], "lowdin_spin": [0.007, 0.183, 0.110, 0.466, 0.001, 0.005, 0.001, 0.011, 0.002, 0.039, 0.058, 0.041, 0.044, 0.000, 0.000, 0.004, 0.004, 0.020, 0.001, 0.001, 0.002], "total_energy_ev": -10408.6405, "multiplicity": 2, "lumo_energy_ha": [0.1477, 0.1452], "s_squared": 0.7545, "total_charge": -1, "e_above_lowest_kj_mol": 359.62, "homo_ev": [-0.63, -4.37], "gap_ev": [4.7, 8.3]}

[2]
{"formula": "C38H52N3O2P2Sr", "method": "wB97M-V/def2-TZVPD", "symbols": ["Sr", "C", "C", "C", "P", "C", "C", "C", "C", "C", "C", "C", "C", "C", "C", "N", "C", "C", "C", "C", "C", "C", "C", "P", "C", "C", "C", "C", "C", "C", "H", "H", "H", "H", "H", "H", "H", "H", "H", "H", "H", "H", "H", "H", "H", "H", "H", "H", "H", "H", "H", "H", "H", "H", "H", "H", "H", "H", "H", "H", "H", "H", "H", "H", "H", "H", "H", "H", "H", "H", "O", "C", "C", "C", "C", "N", "C", "C", "C", "C", "C", "C", "O", "C", "C", "N", "H", "H", "H", "H", "H", "H", "H", "H", "H", "H", "H", "H"], "positions_angstrom": [[0.59, -0.17, -0.88], [-3.00, -1.85, -3.08], [-2.67, -2.91, -2.02], [-3.89, -3.79, -1.73], [-1.81, -2.06, -0.59], [-1.53, -3.49, 0.59], [-0.07, -3.48, 1.05], [-2.46, -3.53, 1.80], [-2.98, -0.89, 0.13], [-4.32, -1.26, 0.37], [-5.25, -0.39, 0.90], [-6.67, -0.81, 1.16], [-4.82, 0.91, 1.19], [-3.53, 1.31, 0.96], [-2.55, 0.43, 0.42], [-1.26, 0.83, 0.20], [-0.80, 2.01, 0.79], [-1.01, 3.27, 0.20], [-0.51, 4.42, 0.77], [0.24, 4.38, 1.94], [0.78, 5.64, 2.57], [0.51, 3.14, 2.50], [0.02, 1.96, 1.94], [0.47, 0.28, 2.53], [-0.53, 0.08, 4.09], [-2.01, 0.30, 3.83], [-0.29, -1.31, 4.68], [2.23, 0.54, 3.16], [3.03, -0.74, 2.90], [2.42, 1.00, 4.61], [-3.42, -2.32, -3.97], [-2.11, -1.30, -3.37], [-3.73, -1.14, -2.68], [-1.88, -3.56, -2.41], [-4.79, -3.19, -1.65], [-3.77, -4.38, -0.83], [-4.03, -4.48, -2.56], [-1.69, -4.39, -0.01], [0.14, -2.58, 1.64], [0.61, -3.51, 0.19], [0.14, -4.35, 1.67], [-2.40, -2.60, 2.36], [-2.18, -4.35, 2.46], [-3.50, -3.68, 1.52], [-4.63, -2.27, 0.15], [-6.83, -1.86, 0.91], [-7.37, -0.21, 0.57], [-6.95, -0.68, 2.21], [-5.53, 1.62, 1.61], [-3.24, 2.32, 1.20], [-1.61, 3.31, -0.70], [-0.72, 5.38, 0.31], [0.30, 6.52, 2.16], [1.85, 5.73, 2.41], [0.61, 5.63, 3.65], [1.13, 3.10, 3.39], [-0.19, 0.85, 4.80], [-2.38, -0.38, 3.05], [-2.22, 1.31, 3.49], [-2.58, 0.11, 4.74], [-0.66, -2.08, 4.00], [-0.82, -1.41, 5.63], [0.77, -1.51, 4.87], [2.61, 1.34, 2.51], [2.66, -1.55, 3.53], [4.09, -0.60, 3.12], [2.93, -1.07, 1.86], [2.07, 0.24, 5.31], [1.90, 1.93, 4.82], [3.49, 1.16, 4.80], [3.42, -1.20, -7.01], [2.17, -1.72, -6.59], [1.70, -0.88, -5.44], [0.40, -0.40, -5.34], [0.05, 0.33, -4.23], [0.89, 0.64, -3.24], [2.15, 0.23, -3.36], [2.59, -0.55, -4.42], [3.15, 0.73, -2.40], [4.23, 1.43, -2.92], [5.22, 1.92, -2.07], [6.37, 2.71, -2.62], [6.69, 2.20, -3.90], [5.08, 1.67, -0.71], [3.98, 0.96, -0.27], [3.02, 0.50, -1.09], [3.78, -1.76, -7.71], [2.27, -2.75, -6.25], [1.43, -1.69, -7.40], [-0.33, -0.60, -6.12], [-0.97, 0.70, -4.10], [3.62, -0.86, -4.48], [4.32, 1.59, -3.99], [7.22, 2.64, -1.93], [6.06, 3.76, -2.68], [7.38, 2.74, -4.29], [5.82, 2.00, 0.00], [3.85, 0.74, 0.78]], "mulliken_charge": [2.018, -1.396, 0.401, -1.662, 0.200, 0.527, -1.893, -1.422, 1.047, 0.525, 0.129, -1.748, -1.236, -0.442, -1.785, 0.080, -0.913, -0.186, -0.847, 0.534, -1.523, -0.348, 0.424, 1.100, 0.421, -1.565, -1.456, 0.408, -1.501, -1.812, 0.500, 0.089, 0.270, 0.521, 0.389, 0.353, 0.465, 0.805, 0.303, 0.352, 0.510, 0.103, 0.512, 0.246, -0.008, 0.369, 0.358, 0.355, 0.394, 0.402, 0.625, 0.383, 0.393, 0.291, 0.373, 0.326, 0.656, 0.006, 0.353, 0.578, 0.134, 0.515, 0.294, 0.579, 0.348, 0.471, 0.325, 0.307, 0.328, 0.490, -0.526, -0.699, 0.685, -0.859, -0.882, -0.767, 0.922, -0.828, 0.870, -0.511, 0.563, -0.652, -0.516, -1.082, -0.573, -0.273, 0.314, 0.292, 0.373, 0.435, 0.636, 0.611, 0.593, 0.373, 0.293, 0.312, 0.429, 0.329], "total_energy_ev": -68226.1520, "multiplicity": 1, "lumo_energy_ha": -0.1005, "total_charge": 1, "e_above_lowest_kj_mol": 5.10, "homo_ev": -8.72, "gap_ev": 6.0}

[3]
{"formula": "C8H17NO2Si2", "method": "wB97M-V/def2-TZVPD", "symbols": ["C", "C", "C", "C", "C", "C", "C", "C", "N", "O", "O", "Si", "Si", "H", "H", "H", "H", "H", "H", "H", "H", "H", "H", "H", "H", "H", "H", "H", "H", "H"], "positions_angstrom": [[0.67, -1.56, 1.19], [-0.17, 0.07, -1.45], [-4.92, 1.80, -0.30], [-1.12, 0.89, -0.60], [1.20, -0.24, -0.77], [-3.55, 1.61, 0.10], [-2.64, 0.86, -0.90], [1.12, -1.67, -0.18], [0.42, -1.34, 2.26], [-0.52, -0.48, -2.44], [4.04, -2.42, 0.27], [5.48, -2.30, 1.18], [2.63, -2.92, -0.49], [-4.90, 2.42, -1.23], [-5.42, 2.51, 0.31], [-5.62, 0.99, -0.43], [-0.80, 1.86, -0.70], [-1.01, 0.59, 0.46], [1.27, 0.62, 0.08], [2.01, -0.02, -1.47], [-3.52, 0.94, 1.02], [-2.99, 2.55, 0.24], [-2.94, 1.40, -1.76], [-2.98, -0.21, -1.09], [0.45, -2.12, -0.78], [6.67, -2.96, 0.53], [5.35, -3.34, 2.32], [5.76, -0.92, 1.76], [2.38, -4.27, 0.09], [2.94, -2.92, -1.97]], "mulliken_charge": [0.087, 0.545, -1.424, -0.689, -0.761, -0.079, -0.754, 0.063, -0.460, -0.559, -0.001, 0.262, 0.317, 0.324, 0.397, 0.344, 0.377, 0.311, 0.316, 0.445, 0.277, 0.243, 0.366, 0.277, 0.283, -0.103, -0.102, -0.072, -0.130, -0.099], "total_energy_ev": -29911.5371, "multiplicity": 1, "lumo_energy_ha": 0.0213, "total_charge": 0, "e_above_lowest_kj_mol": 0.00, "smiles": "CCCCC(=O)C[C@H](C#N)[SiH2]O[SiH3]", "homo_ev": -9.80, "gap_ev": 10.4}

[4]
{"formula": "C4H6O2", "method": "wB97M-V/def2-TZVPD", "symbols": ["C", "C", "C", "C", "O", "O", "H", "H", "H", "H", "H", "H"], "positions_angstrom": [[-1.73, -0.18, 0.22], [-0.37, -0.62, -0.23], [1.22, 1.02, 0.01], [1.78, -0.25, -0.12], [2.62, -0.89, -0.64], [0.47, -1.14, 0.57], [-1.72, 0.08, 1.28], [-2.44, -1.00, 0.07], [-2.06, 0.67, -0.38], [-0.24, -0.77, -1.31], [1.82, 1.85, -0.37], [0.65, 1.22, 0.90]], "mulliken_charge": [-1.069, 0.206, -0.806, 0.649, -0.466, -0.410, 0.289, 0.352, 0.327, 0.359, 0.300, 0.270], "total_energy_ev": -8337.5238, "multiplicity": 1, "lumo_energy_ha": 0.0120, "total_charge": 0, "e_above_lowest_kj_mol": 283.41, "homo_ev": -8.97, "gap_ev": 9.3}

[5]
{"formula": "C5H7N3O", "method": "wB97M-V/def2-TZVPD", "symbols": ["C", "C", "C", "C", "C", "N", "N", "N", "O", "H", "H", "H", "H", "H", "H", "H"], "positions_angstrom": [[-0.60, 0.10, 0.28], [-0.72, -1.33, 0.22], [0.58, 0.70, 0.25], [-2.11, -1.83, -0.24], [0.75, 2.22, 0.14], [0.24, -2.11, 0.24], [2.85, 0.21, -0.12], [1.78, -0.09, 0.18], [3.88, -0.30, -0.42], [-1.58, 0.71, 0.12], [-2.27, -1.45, -1.19], [-2.24, -2.93, -0.29], [-2.90, -1.52, 0.47], [0.96, 2.64, 1.15], [1.66, 2.48, -0.49], [-0.28, 2.52, -0.30]], "mulliken_charge": [-0.589, 0.906, 0.695, -1.190, -0.910, -0.629, -0.047, 0.197, -0.503, 0.176, 0.336, 0.348, 0.328, 0.247, 0.352, 0.282], "total_energy_ev": -11809.9837, "multiplicity": 1, "lumo_energy_ha": [-0.0133, -0.0003], "total_charge": 0, "e_above_lowest_kj_mol": 618.07, "homo_ev": [-9.07, -8.56], "gap_ev": [8.7, 8.6]}

[6]
{"formula": "C9H7NO3", "method": "wB97M-V/def2-TZVPD", "symbols": ["C", "C", "C", "C", "C", "C", "C", "C", "C", "N", "O", "O", "O", "H", "H", "H", "H", "H", "H", "H"], "positions_angstrom": [[1.38, 1.10, 1.17], [1.66, -0.31, 1.26], [0.56, 1.70, 0.25], [1.08, -1.08, 0.32], [0.20, 0.86, -0.75], [0.50, -0.49, -0.78], [-0.87, 1.29, -1.70], [-1.25, 0.51, -2.70], [-1.10, -1.23, 3.00], [0.07, -1.29, -1.78], [-1.08, -0.13, 2.81], [-1.12, -2.34, 3.30], [-0.60, -0.69, -2.83], [1.79, 1.78, 1.87], [2.20, -0.72, 2.10], [0.18, 2.68, 0.39], [1.07, -2.17, 0.24], [-1.22, 2.27, -1.74], [-1.83, 0.67, -3.55], [-1.61, -2.43, -0.90]], "mulliken_charge": [-0.188, -0.935, -0.984, -0.115, 1.051, 0.566, -0.768, -0.413, 0.683, -0.671, -0.280, -0.396, -0.184, 0.417, 0.436, 0.418, 0.467, 0.395, 0.488, 0.013], "total_energy_ev": -17073.4259, "multiplicity": 1, "lumo_energy_ha": [-0.0085, -0.0261], "total_charge": 0, "e_above_lowest_kj_mol": 542.05, "homo_ev": [-7.46, -9.21], "gap_ev": [7.2, 8.5]}